# 1
Below is an isolated molecule of C18H32N4O2S, with properties calculated with ωB97M-V/def2-TZVPD.

Positions of all 57 atoms, in Å:
C -5.80 -2.06 -0.22
C -5.85 -0.63 0.33
C -6.84 -0.53 1.49
C -4.45 -0.19 0.78
N -3.54 -0.19 -0.35
C -3.52 1.06 -1.09
C -2.65 2.15 -0.43
N -1.31 1.63 -0.28
C -0.34 2.62 0.13
C 1.03 2.09 -0.13
C 1.63 1.86 -1.32
N 2.83 1.23 -1.30
C 3.19 0.95 -0.09
N 4.37 0.35 0.23
C 4.48 -0.32 1.52
C 3.83 -1.71 1.42
O 4.42 -2.47 0.39
C 4.33 -1.82 -0.86
C 4.99 -0.44 -0.82
S 2.05 1.48 1.15
C -1.33 0.47 0.59
C -2.18 -0.64 -0.06
C -1.50 -1.14 -1.34
C -0.56 -2.32 -1.10
O 0.54 -1.92 -0.31
H -5.05 -2.11 -1.00
H -5.54 -2.76 0.57
H -6.76 -2.35 -0.63
H -6.19 0.03 -0.47
H -6.90 0.49 1.86
H -7.83 -0.84 1.18
H -6.52 -1.17 2.31
H -4.09 -0.90 1.52
H -4.52 0.79 1.26
H -3.12 0.86 -2.08
H -4.55 1.42 -1.19
H -3.09 2.45 0.54
H -2.63 3.03 -1.08
H -0.49 3.52 -0.48
H -0.44 2.90 1.19
H 1.21 2.14 -2.28
H 5.55 -0.42 1.74
H 4.00 0.28 2.29
H 2.75 -1.58 1.23
H 3.98 -2.27 2.34
H 3.27 -1.70 -1.14
H 4.82 -2.48 -1.58
H 6.05 -0.53 -0.59
H 4.85 0.08 -1.77
H -1.74 0.72 1.59
H -0.32 0.09 0.71
H -2.26 -1.47 0.64
H -0.93 -0.32 -1.79
H -2.27 -1.47 -2.04
H -0.21 -2.70 -2.07
H -1.11 -3.13 -0.59
H 1.10 -2.69 -0.17

Values from the calculation:
SMILES ... CC(C)CN1CCN(Cc2cnc(N3CCOCC3)s2)C[C@@H]1CCO
ΔE to the lowest compared entry with this formula, charge and spin ... 1.086 eV
F_max ... 0.94 eV/A
Kohn-Sham gap ... 8.27 eV
Highest occupied orbital energy ... -7.60 eV


# 2
Below is a cluster of 3 separate species, C18H32NO7P in total in a non-equilibrium geometry, with properties calculated with ωB97M-V/def2-TZVPD.

Positions of all 59 atoms, in Å:
C 0.09 2.00 -2.36
C 0.71 1.77 -0.95
C 0.66 0.32 -0.53
C 1.36 -0.01 0.80
C 2.79 0.52 0.92
C 3.84 -0.43 0.33
C 4.03 -0.45 -1.14
C 3.82 -1.45 -2.02
P 3.00 -3.05 -1.85
N 3.54 -4.18 -2.73
O 1.49 -2.68 -2.28
O 2.84 -3.40 -0.29
C 4.59 -1.08 -3.24
O 5.15 -1.83 -3.98
O 4.90 0.28 -3.20
C 4.39 0.72 -1.99
O 4.00 1.84 -1.83
H 0.01 1.02 -2.82
H 0.76 2.64 -2.94
H -0.87 2.47 -2.22
H 1.73 2.15 -1.00
H 0.20 2.40 -0.22
H 1.01 -0.32 -1.34
H -0.39 0.07 -0.40
H 1.33 -1.08 1.01
H 0.77 0.45 1.58
H 3.01 0.57 1.99
H 2.91 1.53 0.55
H 3.72 -1.45 0.69
H 4.80 -0.11 0.74
H 4.35 -3.86 -3.25
H 0.93 -2.41 -1.55
H 1.93 -3.63 -0.10
C -4.89 0.58 -3.09
C -4.49 2.04 -2.91
C -4.52 2.19 -1.40
O -4.16 0.91 -0.86
C -4.19 -0.07 -1.90
H -4.58 0.15 -4.04
H -5.97 0.47 -3.00
H -3.48 2.20 -3.29
H -5.16 2.74 -3.42
H -5.52 2.45 -1.04
H -3.81 2.94 -1.04
H -3.16 -0.35 -2.14
H -4.71 -0.96 -1.55
C -2.05 0.53 5.04
C -1.77 -0.62 6.01
C -1.19 -1.67 5.08
O -0.52 -0.96 4.03
C -0.87 0.42 4.09
H -2.12 1.50 5.52
H -2.99 0.35 4.51
H -1.02 -0.31 6.74
H -2.65 -0.97 6.55
H -1.98 -2.29 4.63
H -0.48 -2.33 5.57
H -0.01 0.98 4.46
H -1.11 0.77 3.08

Values from the calculation:
SMILES ... CCCCCCC1=C(P(=N)(O)O)C(=O)OC1=O.C1CCOC1.C1CCOC1
F_max ... 1.52 eV/A
Kohn-Sham gap ... 8.58 eV
Highest occupied orbital energy ... -9.52 eV


# 3
Below is a cluster of 6 separate species, C18H32O18S2 in total in a non-equilibrium geometry, with properties calculated with ωB97M-V/def2-TZVPD.

Positions of all 70 atoms, in Å:
C 29.07 -7.06 38.81
C 30.23 -7.88 39.52
O 29.75 -8.43 40.73
S 30.77 -9.27 41.63
C 29.83 -9.79 43.02
O 31.25 -10.38 40.85
O 31.76 -8.27 42.16
H 29.10 -6.37 39.59
H 28.24 -7.72 38.88
H 29.56 -6.85 37.78
H 30.62 -8.76 38.95
H 30.97 -7.12 39.73
H 28.84 -10.43 42.66
H 29.61 -9.04 43.65
H 30.60 -10.26 43.63
C 25.60 0.72 47.66
C 25.92 -0.71 48.26
O 26.98 -1.16 47.50
S 27.45 -2.76 47.86
C 29.09 -2.73 47.39
O 27.41 -2.78 49.31
O 26.70 -3.51 46.97
H 25.01 1.11 48.54
H 24.90 0.75 46.75
H 26.69 1.41 47.58
H 25.89 -0.81 49.29
H 24.87 -1.21 48.11
H 29.07 -2.50 46.28
H 29.59 -3.77 47.56
H 29.64 -1.87 47.75
O 28.52 -6.75 54.45
C 28.36 -6.14 53.44
O 29.34 -5.56 52.65
C 28.65 -4.96 51.50
C 27.35 -5.63 51.47
O 27.21 -6.20 52.73
H 28.64 -3.93 51.53
H 29.00 -5.23 50.60
H 27.21 -6.43 50.55
H 26.58 -5.02 51.10
O 29.65 -8.88 50.97
C 28.67 -9.53 51.10
O 27.61 -9.36 50.30
C 26.49 -10.22 50.79
C 27.02 -10.76 52.11
O 28.43 -10.43 52.05
H 25.49 -9.61 50.68
H 26.29 -10.99 49.85
H 26.98 -11.86 52.07
H 26.71 -10.23 53.07
O 30.31 -5.41 45.59
C 29.81 -6.19 46.38
O 30.26 -7.44 46.44
C 29.40 -8.22 47.28
C 28.24 -7.25 47.73
O 28.65 -6.05 47.05
H 29.25 -9.14 46.54
H 29.97 -8.50 48.11
H 28.29 -7.14 48.94
H 27.39 -7.53 47.28
O 25.68 -8.35 45.57
C 25.57 -9.51 45.52
O 26.28 -10.26 46.43
C 26.18 -11.62 46.12
C 25.15 -11.72 45.02
O 25.06 -10.28 44.69
H 27.21 -12.05 46.11
H 25.92 -12.03 47.14
H 24.27 -12.31 45.41
H 25.62 -12.37 44.28

Values from the calculation:
SMILES ... CCOS(C)(=O)=O.CCOS(C)(=O)=O.O=C1OCCO1.O=C1OCCO1.O=C1OCCO1.O=C1OCCO1
ΔE to the lowest compared entry with this formula, charge and spin ... 0.769 eV
F_max ... 7.18 eV/A
Kohn-Sham gap ... 10.10 eV
Highest occupied orbital energy ... -10.28 eV


# 4
Below is a structure of composition C18H32OPSbSe4V in a non-equilibrium geometry, with properties calculated with ωB97M-V/def2-TZVPD.

Positions of all 58 atoms, in Å:
V -1.40 -1.52 0.43
Se -2.80 -6.09 1.88
Sb -2.75 -3.67 1.35
Se -0.47 -2.64 2.27
Se -1.91 -2.63 -1.52
Se -4.60 -2.33 2.23
C 4.08 0.17 -0.80
C 3.60 -1.27 -0.62
P 1.74 -1.42 -0.56
C 1.31 -0.93 -2.30
C 1.97 -1.66 -3.46
C 1.64 -3.28 -0.58
C 2.80 -4.13 -1.10
H 5.17 0.24 -0.70
H 3.63 0.83 -0.05
H 3.81 0.55 -1.79
H 3.97 -1.66 0.33
H 4.00 -1.90 -1.42
H 1.50 0.15 -2.36
H 0.23 -1.06 -2.37
H 3.06 -1.55 -3.46
H 1.60 -1.25 -4.41
H 1.71 -2.71 -3.44
H 0.73 -3.52 -1.12
H 1.46 -3.56 0.46
H 3.05 -3.91 -2.14
H 2.50 -5.18 -1.05
H 3.70 -4.01 -0.49
C 1.69 1.63 2.56
C 0.22 1.25 2.76
C -0.20 1.42 4.23
C -0.68 2.05 1.85
C -0.78 3.43 1.96
C -1.62 4.16 1.13
C -2.38 3.50 0.18
C -2.31 2.13 0.02
C -3.11 1.40 -1.04
C -4.57 1.83 -1.06
C -2.45 1.61 -2.41
C -1.44 1.40 0.87
O -1.34 0.08 0.73
H 2.32 1.04 3.22
H 1.85 2.70 2.76
H 1.98 1.43 1.52
H 0.12 0.19 2.51
H -0.12 2.46 4.54
H 0.45 0.82 4.87
H -1.23 1.09 4.37
H -0.19 3.94 2.71
H -1.68 5.24 1.23
H -3.04 4.08 -0.47
H -3.09 0.33 -0.82
H -4.67 2.87 -1.37
H -5.03 1.71 -0.08
H -5.13 1.21 -1.77
H -2.53 2.65 -2.72
H -2.94 0.97 -3.15
H -1.40 1.34 -2.37

Values from the calculation:
Spin multiplicity ... 2
ΔE to the lowest compared entry with this formula, charge and spin ... 0.637 eV
F_max ... 7.53 eV/A
⟨S²⟩ ... 0.82
Kohn-Sham gap (spin up / spin down) ... 4.79 / 4.94 eV
Highest occupied orbital energy (spin up / spin down) ... -0.37 / -0.53 eV
Total charge ... -2


# 5
Below is a structure of composition C18H33Al2BBeBr3Cl7F4N2O6S in a non-equilibrium geometry, with properties calculated with ωB97M-V/def2-TZVPD.

Positions of all 78 atoms, in Å:
O -4.91 -1.97 1.62
B -5.10 -2.48 0.27
O -6.36 -2.54 -0.33
O -3.93 -2.95 -0.39
C -3.16 -1.92 -0.99
N -2.35 -1.13 0.01
C -1.32 -0.24 -0.65
C -0.26 -1.17 -1.34
N -0.79 -2.47 -1.82
C -2.24 -2.43 -2.16
C -2.71 -3.83 -2.77
C -1.84 -5.05 -2.33
C -1.82 -5.32 -0.80
C -0.73 -4.92 0.11
C -0.74 -5.18 1.55
C -1.84 -5.91 2.19
C -2.94 -6.34 1.30
C -2.93 -6.04 -0.16
H -4.05 -2.33 1.92
H -6.82 -3.32 0.07
H -3.88 -1.17 -1.44
H -1.92 -1.84 0.63
H -2.93 -0.51 0.59
H -1.79 0.52 -1.32
H -0.81 0.31 0.19
H 0.53 -1.39 -0.55
H 0.30 -0.60 -2.14
H -0.30 -2.69 -2.69
H -2.34 -1.67 -3.00
H -2.58 -3.72 -3.89
H -3.91 -4.02 -2.62
H -2.33 -5.96 -2.81
H -0.80 -5.02 -2.74
H 0.14 -4.36 -0.31
H 0.11 -4.86 2.20
H -1.87 -6.16 3.29
H -3.79 -6.92 1.75
H -3.80 -6.41 -0.77
C -7.17 -0.14 -2.55
Cl -8.47 0.99 -2.92
Cl -5.67 0.71 -2.13
H -7.47 -0.77 -1.72
H -6.98 -0.76 -3.43
Cl -4.77 -5.46 -2.36
Al -4.59 -7.81 -0.38
O 0.74 2.32 0.14
S 1.33 3.44 -0.56
O 2.66 3.37 -1.09
O 1.20 4.75 0.36
C 1.74 4.71 1.68
C 3.25 4.81 1.68
C 0.24 3.96 -1.84
H 1.40 3.81 2.21
H 1.32 5.56 2.21
H 3.71 3.94 1.21
H 3.64 4.90 2.70
H 3.57 5.68 1.10
H -0.77 4.05 -1.44
H 0.27 3.21 -2.63
H 0.59 4.92 -2.23
C 6.96 3.11 1.68
Cl 6.19 4.74 1.76
Cl 5.79 1.90 1.19
H 7.76 3.14 0.95
H 7.35 2.86 2.66
F 3.51 10.35 2.15
Al 3.90 8.90 1.14
F 5.01 7.86 2.02
F 4.63 9.41 -0.34
F 2.43 8.03 0.80
C 10.11 -0.03 2.25
Br 9.10 0.59 3.79
Br 9.36 -1.65 1.52
Br 10.29 1.35 0.91
H 11.11 -0.27 2.60
Cl 8.14 5.57 0.84
Cl 4.14 9.90 4.07
Be -6.72 -1.93 2.35

Values from the calculation:
F_max ... 4.48 eV/A
Kohn-Sham gap ... 0.89 eV
Highest occupied orbital energy ... -10.69 eV
Total charge ... +2


# 6
Below is a structure of composition C18H33BrClN2O5PtSi, with properties calculated with ωB97M-V/def2-TZVPD.

Positions of all 62 atoms, in Å:
Pt 2.70 -1.29 -1.29
O 0.77 1.36 1.36
Cl 0.85 0.63 0.17
O -0.53 -0.04 0.00
O 1.79 -0.52 0.37
O 1.16 1.33 -1.00
N 7.80 -3.28 -0.23
C 8.00 -1.95 -0.37
O 9.09 -1.43 -0.42
C 6.78 -1.04 -0.49
C 7.04 0.33 -0.44
C 6.00 1.24 -0.56
C 4.72 0.77 -0.76
N 4.48 -0.55 -0.82
C 5.48 -1.45 -0.68
H 8.62 -3.86 -0.14
H 6.90 -3.70 -0.07
H 8.07 0.65 -0.30
H 6.17 2.30 -0.53
H 3.87 1.43 -0.89
H 5.20 -2.50 -0.73
C -2.79 4.41 2.41
C -3.32 3.70 3.57
C -4.76 3.64 3.80
C -2.41 3.19 4.59
Si -1.29 -1.17 -1.18
Br 0.56 -2.37 -2.01
C -2.19 -2.37 -0.09
C -3.54 -1.75 0.32
C -1.35 -2.67 1.16
C -2.44 -3.68 -0.87
C -1.98 -0.18 -2.60
C -2.77 -1.17 -3.47
C -2.93 0.89 -2.01
C -0.90 0.51 -3.44
H -2.45 5.37 2.83
H -3.53 4.62 1.64
H -1.88 3.94 2.02
H -4.99 4.61 4.29
H -5.06 2.87 4.50
H -5.34 3.64 2.88
H -2.40 3.98 5.37
H -1.38 3.08 4.24
H -2.78 2.30 5.09
H -3.42 -0.80 0.84
H -4.04 -2.43 1.00
H -4.20 -1.60 -0.54
H -1.25 -1.80 1.82
H -0.35 -3.04 0.91
H -1.84 -3.46 1.73
H -2.97 -3.53 -1.81
H -3.06 -4.33 -0.25
H -1.51 -4.22 -1.08
H -3.62 -1.61 -2.95
H -2.15 -1.97 -3.87
H -3.17 -0.62 -4.33
H -3.72 0.46 -1.39
H -3.42 1.40 -2.84
H -2.39 1.64 -1.44
H -0.22 -0.21 -3.90
H -0.33 1.24 -2.88
H -1.40 1.04 -4.25

Values from the calculation:
ΔE to the lowest compared entry with this formula, charge and spin ... 0.000 eV
F_max ... 0.61 eV/A
Kohn-Sham gap ... 5.45 eV
Highest occupied orbital energy ... -16.84 eV
Total charge ... +3


# 7
Below is a structure of composition C18H33ClN2O4Si2 in a non-equilibrium geometry, with properties calculated with ωB97M-V/def2-TZVPD.

Positions of all 60 atoms, in Å:
C 4.93 -1.69 0.81
C 4.39 -0.96 -0.19
Si 2.57 -0.54 -0.21
Cl 1.88 -0.85 1.74
C 1.82 -1.78 -1.39
C 0.27 -1.71 -1.37
C -0.25 -2.11 -2.75
O -0.04 -0.39 -0.99
C -1.41 -0.06 -1.03
C -2.30 -0.81 -0.06
C -3.68 -0.75 -0.27
C -4.56 -1.38 0.59
C -4.07 -2.11 1.66
C -2.70 -2.19 1.89
C -1.84 -1.52 1.03
O 2.41 1.03 -0.75
Si 1.81 2.19 0.31
H 4.84 -1.38 1.84
H 5.46 -2.62 0.64
H 4.98 -0.65 -1.05
H 2.18 -1.59 -2.40
H 2.13 -2.76 -1.03
H -0.05 -2.48 -0.66
H -0.08 -1.35 -3.51
H 0.24 -3.03 -3.04
H -1.31 -2.37 -2.67
H -1.83 -0.13 -2.04
H -1.48 0.99 -0.76
H -4.08 -0.18 -1.11
H -5.63 -1.30 0.43
H -4.73 -2.63 2.34
H -2.30 -2.74 2.72
H -0.77 -1.58 1.21
H 1.42 3.35 -0.52
H 0.56 1.64 0.87
H 2.77 2.55 1.37
C -4.56 -0.11 4.10
O -5.72 -0.44 3.98
N -4.05 0.54 5.16
C -2.65 0.91 5.24
C -4.94 0.89 6.26
H -3.80 -0.32 3.33
H -2.19 0.44 6.12
H -2.55 1.99 5.34
H -2.13 0.58 4.35
H -5.39 -0.02 6.67
H -5.75 1.53 5.90
H -4.39 1.40 7.04
C 3.36 1.41 -5.75
O 2.19 1.09 -5.89
N 3.84 2.13 -4.72
C 5.25 2.47 -4.61
C 2.93 2.56 -3.68
H 4.13 1.13 -6.49
H 5.67 2.05 -3.70
H 5.36 3.56 -4.59
H 5.80 2.08 -5.46
H 2.45 1.69 -3.22
H 2.15 3.19 -4.11
H 3.46 3.11 -2.91

Values from the calculation:
F_max ... 1.75 eV/A
Kohn-Sham gap ... 9.07 eV
Highest occupied orbital energy ... -8.73 eV